(1)
This record from the Open Molecules 2025 dataset describes a molecular structure, C32H49AsN3O4PSi3Ti at a distorted geometry. The level of theory is wB97M-V/def2-TZVPD.

Properties
Frontier orbital gap ... 0.2298 Eh
Energy relative to the best compared isomer or geometry (same formula, charge and spin) ... 100.1 kcal/mol
E_tot ... -6009.2017 Eh
LUMO energy ... -1.2 eV
Spin multiplicity ... 1

Last column: Mulliken charge in e.
CARTESIAN COORDINATES (ANGSTROEM)
Ti: -0.174 1.951 1.329  -0.25
N: -1.151 0.831 3.164  -0.70
C: -0.220 -0.230 3.597  0.60
C: 1.192 0.310 3.433  0.14
O: 2.063 0.019 4.230  -0.70
N: 1.315 1.151 2.360  1.01
C: 2.365 2.180 2.491  -0.72
C: 1.677 3.558 2.530  0.46
O: 2.281 4.581 2.663  -0.65
O: 0.334 3.474 2.404  -0.49
H: -1.066 1.610 3.809  0.32
H: -2.120 0.535 3.196  0.25
H: -0.362 -1.116 2.978  -1.08
H: -0.343 -0.514 4.639  0.41
H: 3.079 2.174 1.673  -0.02
H: 2.916 2.048 3.419  0.75
O: -2.342 3.287 2.515  -0.70
N: -1.940 2.941 1.193  0.89
C: -2.596 3.620 0.345  -1.02
C: -2.441 3.596 -1.094  1.42
C: -3.106 4.599 -1.799  -0.87
C: -2.943 4.727 -3.167  -0.85
C: -2.101 3.849 -3.833  -0.67
C: -1.466 2.823 -3.137  -1.12
C: -1.641 2.662 -1.771  0.22
P: -0.984 1.138 -0.966  0.89
C: -2.650 0.407 -0.548  0.70
C: -2.778 -0.448 0.554  0.39
C: -3.983 -1.063 0.870  -0.69
C: -5.098 -0.860 0.071  -0.87
C: -4.986 -0.054 -1.054  -0.74
C: -3.783 0.573 -1.358  -0.74
C: 0.983 2.796 -0.238  1.50
C: 0.967 4.186 -0.434  -0.58
C: 2.025 4.853 -1.035  -0.84
C: 3.149 4.151 -1.449  -0.91
C: 3.182 2.771 -1.299  -0.56
C: 2.107 2.111 -0.717  0.08
H: -1.606 3.843 2.837  0.44
H: -3.313 4.322 0.763  0.42
H: -3.745 5.293 -1.262  0.42
H: -3.458 5.511 -3.706  0.40
H: -1.956 3.947 -4.902  0.43
H: -0.847 2.108 -3.667  0.44
H: -1.901 -0.643 1.162  -0.32
H: -4.050 -1.710 1.737  0.47
H: -6.042 -1.331 0.317  0.40
H: -5.842 0.081 -1.706  0.42
H: -3.723 1.191 -2.246  0.42
H: 0.116 4.775 -0.107  0.24
H: 1.979 5.929 -1.161  0.42
H: 3.993 4.671 -1.884  0.36
H: 4.051 2.208 -1.619  0.36
H: 2.142 1.031 -0.626  -0.16
C: 0.659 -3.952 -2.595  -1.14
Si: -0.372 -2.620 -1.769  0.37
C: -2.000 -3.380 -1.229  -0.92
C: -0.785 -1.468 -3.189  -1.05
As: 0.669 -1.596 0.120  0.99
Si: 2.931 -1.818 -0.521  0.08
C: 3.699 -3.521 -0.627  -1.06
C: 3.111 -1.026 -2.221  -1.23
C: 3.977 -0.890 0.719  -0.85
Si: 0.566 -3.486 1.553  0.61
C: -1.127 -3.531 2.399  -0.93
C: 0.733 -5.186 0.780  -1.18
C: 1.868 -3.352 2.889  -1.09
H: 0.039 -4.462 -3.340  0.42
H: 1.032 -4.704 -1.900  0.31
H: 1.519 -3.517 -3.115  0.26
H: -2.333 -4.111 -1.973  0.56
H: -2.771 -2.610 -1.138  0.14
H: -1.928 -3.891 -0.265  0.14
H: -0.996 -2.079 -4.073  0.53
H: 0.043 -0.795 -3.432  0.19
H: -1.662 -0.852 -2.975  0.19
H: 3.227 -4.149 -1.385  0.30
H: 3.663 -4.054 0.327  0.26
H: 4.752 -3.401 -0.900  0.39
H: 2.193 -0.516 -2.527  0.16
H: 3.342 -1.782 -2.977  0.36
H: 3.918 -0.287 -2.235  0.51
H: 3.808 -1.257 1.737  0.20
H: 3.762 0.183 0.722  -0.01
H: 5.038 -1.024 0.484  0.49
H: -1.514 -4.553 2.387  0.48
H: -1.867 -2.897 1.901  -0.22
H: -1.058 -3.217 3.445  0.46
H: -0.097 -5.395 0.100  0.29
H: 0.707 -5.933 1.581  0.37
H: 1.666 -5.313 0.230  0.30
H: 2.004 -2.332 3.260  0.22
H: 2.836 -3.701 2.518  0.29
H: 1.586 -3.983 3.736  0.42



(2)
This record from the Open Molecules 2025 dataset describes 12 unconnected molecules or ions with the total composition C32H49BrCl22F4NO4PS at a distorted geometry. The level of theory is wB97M-V/def2-TZVPD.

Properties
Frontier orbital gap ... 0.2805 Eh
E_tot ... -15441.8014 Eh
LUMO energy ... -0.9 eV
SMILES ... O=C1c2cc(Br)c(C(F)(F)C(F)F)cc2C(=O)N1P(O)(O)=S.ClCCCl.ClCCCl.ClCCCl.ClCCCl.ClCCCl.ClCCCl.ClCCCl.ClCCCl.ClCCCl.ClCCCl.ClCCCl
Spin multiplicity ... 1

Last column: Mulliken charge in e.
CARTESIAN COORDINATES (ANGSTROEM)
O: -2.124 1.724 -2.179  -0.54
C: -1.512 0.793 -1.744  -0.02
C: -0.036 0.450 -1.899  -0.04
C: 0.945 1.011 -2.681  -0.64
C: 2.238 0.491 -2.673  0.38
Br: 3.527 1.319 -3.811  -0.12
C: 2.592 -0.596 -1.858  0.43
C: 4.010 -1.209 -1.827  0.52
F: 3.923 -2.471 -1.295  -0.24
F: 4.548 -1.362 -3.051  -0.21
C: 4.997 -0.481 -0.882  0.09
F: 4.483 -0.328 0.354  -0.26
F: 5.380 0.711 -1.398  -0.23
C: 1.580 -1.165 -1.039  -0.75
C: 0.328 -0.629 -1.068  0.91
C: -0.915 -1.008 -0.288  -0.56
O: -0.989 -1.743 0.653  -0.55
N: -2.011 -0.264 -0.887  0.43
P: -3.052 -1.437 -1.605  0.43
O: -3.683 -0.925 -3.017  -0.49
O: -2.235 -2.829 -1.878  -0.26
S: -4.525 -1.850 -0.428  -0.37
H: 0.694 1.870 -3.307  0.54
H: 5.903 -1.104 -0.804  0.32
H: 1.785 -2.015 -0.395  0.58
H: -3.163 -1.356 -3.720  0.31
H: -2.720 -3.371 -2.519  0.26
Cl: 4.101 4.831 -5.584  -0.17
C: 3.897 4.289 -7.266  -0.44
C: 2.495 3.808 -7.543  -0.45
Cl: 2.130 2.289 -6.683  -0.15
H: 4.633 3.512 -7.463  0.33
H: 4.124 5.144 -7.904  0.25
H: 2.378 3.607 -8.607  0.33
H: 1.754 4.548 -7.250  0.30
Cl: -4.465 -3.961 5.357  -0.15
C: -3.797 -3.126 3.926  -0.62
C: -4.493 -1.818 3.650  0.08
Cl: -6.169 -2.048 3.106  -0.18
H: -3.869 -3.803 3.078  0.35
H: -2.743 -2.946 4.131  0.33
H: -3.973 -1.288 2.854  -0.18
H: -4.510 -1.179 4.532  0.32
Cl: -6.013 -4.056 10.033  -0.21
C: -5.482 -5.160 8.732  0.16
C: -6.417 -6.332 8.571  0.07
Cl: -6.349 -7.448 9.961  -0.19
H: -4.468 -5.480 8.956  0.13
H: -5.460 -4.576 7.812  -0.05
H: -6.132 -6.908 7.689  -0.31
H: -7.448 -6.007 8.451  0.40
Cl: 2.127 8.293 -5.346  -0.19
C: 3.568 9.336 -5.196  -0.38
C: 4.184 9.654 -6.534  0.03
Cl: 4.926 8.219 -7.291  -0.18
H: 4.277 8.838 -4.538  0.30
H: 3.242 10.257 -4.714  0.33
H: 4.980 10.394 -6.404  -0.30
H: 3.449 10.058 -7.227  0.38
Cl: -2.725 -7.773 8.911  -0.17
C: -3.356 -9.284 8.210  -0.50
C: -3.579 -9.170 6.722  -0.40
Cl: -4.925 -8.069 6.322  -0.18
H: -4.274 -9.543 8.734  0.29
H: -2.616 -10.058 8.411  0.36
H: -3.839 -10.145 6.312  0.30
H: -2.688 -8.811 6.212  0.32
Cl: -6.255 -1.692 15.261  -0.20
C: -5.732 -2.793 13.960  -0.38
C: -6.663 -3.967 13.795  -0.18
Cl: -6.591 -5.084 15.183  -0.20
H: -4.717 -3.116 14.180  0.35
H: -5.713 -2.209 13.040  0.23
H: -6.380 -4.539 12.913  0.04
H: -7.695 -3.644 13.676  0.34
Cl: 1.635 -3.029 -2.747  0.07
C: 0.902 -4.556 -3.317  -0.37
C: 0.619 -4.537 -4.802  -0.63
Cl: -0.686 -3.393 -5.223  -0.16
H: -0.002 -4.725 -2.735  0.07
H: 1.609 -5.354 -3.088  0.33
H: 0.292 -5.521 -5.130  0.41
H: 1.504 -4.264 -5.373  0.43
Cl: -6.561 1.390 3.723  -0.16
C: -5.082 2.366 3.907  -0.50
C: -4.458 2.704 2.577  -0.54
Cl: -3.785 1.254 1.794  -0.07
H: -4.388 1.817 4.540  0.30
H: -5.369 3.279 4.427  0.36
H: -3.634 3.402 2.719  0.29
H: -5.176 3.158 1.898  0.32
Cl: 8.200 5.395 -7.626  -0.15
C: 9.438 6.530 -8.221  -0.51
C: 9.530 7.768 -7.365  -0.50
Cl: 8.075 8.787 -7.512  -0.16
H: 9.203 6.776 -9.254  0.30
H: 10.390 6.000 -8.203  0.34
H: 10.379 8.374 -7.682  0.34
H: 9.663 7.518 -6.314  0.31
Cl: -1.737 -6.004 -3.324  -0.10
C: -2.652 -7.396 -2.682  -0.65
C: -2.467 -7.554 -1.194  -0.41
Cl: -0.808 -8.053 -0.776  -0.19
H: -2.336 -8.284 -3.224  0.37
H: -3.702 -7.216 -2.907  0.30
H: -3.135 -8.330 -0.822  0.35
H: -2.685 -6.630 -0.664  0.29
Cl: 7.342 10.512 -3.079  -0.18
C: 8.040 11.299 -4.518  -0.10
C: 7.310 12.568 -4.882  -0.47
Cl: 5.660 12.243 -5.477  -0.18
H: 8.025 10.581 -5.335  -0.05
H: 9.078 11.528 -4.282  0.35
H: 7.840 13.081 -5.683  0.30
H: 7.235 13.244 -4.033  0.37



(3)
This record from the Open Molecules 2025 dataset describes 8 unconnected molecules or ions with the total composition C32H50F6O16 at a distorted geometry. The level of theory is wB97M-V/def2-TZVPD.

Properties
Frontier orbital gap ... 0.3817 Eh
E_tot ... -3052.4155 Eh
LUMO energy ... 0.4 eV
SMILES ... CCOC(=O)C(F)(F)F.CCOC(=O)C(F)(F)F.O=C1CCCO1.O=C1CCCO1.O=C1CCCO1.O=C1CCCO1.O=C1CCCO1.COCCOC
Spin multiplicity ... 1

Last column: Mulliken charge in e.
CARTESIAN COORDINATES (ANGSTROEM)
C: 5.130 2.350 0.173  -0.91
O: 4.071 2.012 1.019  0.00
C: 4.457 1.967 2.367  -0.74
C: 3.434 1.255 3.204  -0.56
O: 3.128 0.011 2.635  -0.28
C: 2.368 -0.848 3.473  -0.79
H: 5.975 1.659 0.250  0.33
H: 5.532 3.359 0.380  0.35
H: 4.753 2.415 -0.848  0.22
H: 4.561 2.984 2.791  0.33
H: 5.458 1.535 2.506  0.43
H: 2.535 1.860 3.386  0.27
H: 3.874 1.086 4.201  0.48
H: 2.737 -0.881 4.499  0.39
H: 2.495 -1.825 2.997  0.20
H: 1.305 -0.621 3.421  0.25
O: 2.025 -3.045 -5.041  -0.58
C: 2.740 -2.843 -4.112  0.40
O: 2.501 -3.433 -2.914  -0.20
C: 3.465 -3.067 -1.924  -0.21
C: 4.568 -2.270 -2.640  -0.55
C: 3.978 -1.987 -4.033  -0.44
H: 3.912 -3.957 -1.474  0.40
H: 2.948 -2.553 -1.113  0.05
H: 5.446 -2.901 -2.759  0.28
H: 4.841 -1.374 -2.090  0.26
H: 4.683 -2.294 -4.803  0.27
H: 3.769 -0.933 -4.200  0.29
O: 2.966 3.790 -3.452  -0.60
C: 2.653 4.213 -2.383  0.29
O: 3.528 4.927 -1.615  -0.38
C: 2.939 5.293 -0.358  -0.64
C: 1.696 4.403 -0.200  0.36
C: 1.333 4.107 -1.649  -0.21
H: 2.674 6.347 -0.428  0.32
H: 3.639 5.085 0.445  0.29
H: 0.917 4.956 0.320  0.39
H: 1.913 3.485 0.343  -0.25
H: 0.621 4.801 -2.101  0.35
H: 0.900 3.124 -1.838  0.11
O: 0.466 -3.175 5.934  -0.59
C: 0.025 -3.369 4.848  0.40
O: -0.246 -2.349 3.995  -0.35
C: -0.670 -2.824 2.692  0.12
C: -1.079 -4.269 2.943  -0.42
C: -0.169 -4.678 4.099  -0.49
H: 0.228 -2.744 2.077  -0.02
H: -1.523 -2.273 2.310  0.28
H: -1.020 -4.905 2.059  0.17
H: -2.132 -4.327 3.238  0.35
H: 0.835 -4.871 3.702  0.20
H: -0.558 -5.528 4.645  0.39
O: -0.626 -3.164 -0.603  -0.26
C: -0.282 -4.173 -1.156  0.15
O: 0.664 -4.972 -0.616  -0.41
C: 1.130 -5.943 -1.558  -0.30
C: 0.299 -5.738 -2.851  -0.62
C: -0.830 -4.816 -2.393  -0.09
H: 0.976 -6.960 -1.209  0.45
H: 2.178 -5.725 -1.743  0.06
H: -0.048 -6.702 -3.217  0.40
H: 0.871 -5.250 -3.634  0.12
H: -1.786 -5.307 -2.197  0.44
H: -1.085 -4.088 -3.164  -0.05
O: -3.481 -3.535 -4.564  -0.57
C: -3.538 -2.847 -3.597  0.39
O: -4.216 -3.242 -2.489  -0.42
C: -3.826 -2.487 -1.343  -0.18
C: -3.260 -1.173 -1.896  0.76
C: -2.830 -1.540 -3.310  -0.22
H: -3.087 -3.026 -0.750  0.00
H: -4.652 -2.267 -0.665  0.37
H: -2.451 -0.792 -1.279  -0.92
H: -3.980 -0.352 -1.893  0.47
H: -1.765 -1.816 -3.313  -0.04
H: -2.892 -0.749 -4.049  0.51
C: -6.021 6.618 0.493  -1.04
C: -6.880 5.417 0.838  -0.26
O: -6.139 4.311 1.400  -0.27
C: -5.613 4.466 2.595  0.30
O: -5.621 5.456 3.266  -0.54
C: -4.866 3.195 3.073  0.97
F: -4.855 2.239 2.135  -0.23
F: -3.624 3.510 3.435  -0.23
F: -5.511 2.689 4.154  -0.28
H: -6.582 7.444 0.070  0.37
H: -5.341 6.305 -0.312  0.26
H: -5.386 6.892 1.328  0.33
H: -7.322 4.995 -0.064  0.30
H: -7.725 5.644 1.494  0.34
C: 1.287 0.366 -0.177  0.32
C: -0.121 0.079 0.304  1.22
O: -0.761 1.321 0.693  -0.22
C: -1.397 2.010 -0.218  0.33
O: -1.590 1.717 -1.364  -0.52
C: -1.923 3.369 0.310  0.89
F: -1.398 4.329 -0.472  -0.28
F: -3.248 3.441 0.230  -0.27
F: -1.538 3.598 1.568  -0.28
H: 1.247 1.151 -0.938  -0.05
H: 1.692 -0.513 -0.678  -0.59
H: 1.950 0.699 0.617  0.06
H: -0.188 -0.504 1.216  -0.24
H: -0.634 -0.460 -0.489  -0.43



(4)
This record from the Open Molecules 2025 dataset describes 7 unconnected molecules or ions with the total composition C32H51BrNO13P at a distorted geometry. The level of theory is wB97M-V/def2-TZVPD.

Properties
Frontier orbital gap ... 0.2893 Eh
E_tot ... -5198.1317 Eh
LUMO energy ... 0.4 eV
SMILES ... [H]/N=C/CP(C[C@H]1CO1)[C@H](Br)CC.O=C1CCCO1.O=C1CCCO1.O=C1CCCO1.O=C1CCCO1.O=C1CCCO1.O=C1CCCO1
Spin multiplicity ... 1

Last column: Mulliken charge in e.
CARTESIAN COORDINATES (ANGSTROEM)
C: -4.556 -2.983 -6.493  -1.17
C: -3.527 -2.828 -5.324  -0.39
C: -2.281 -1.992 -5.716  -0.18
Br: -2.535 -0.156 -5.006  -0.19
P: -0.689 -2.820 -5.252  0.25
C: 0.633 -1.502 -5.036  -0.51
C: 0.741 -0.509 -6.212  -0.17
N: 0.737 0.713 -5.908  -0.57
C: -0.837 -3.596 -3.585  -0.44
C: 0.603 -4.280 -3.333  0.15
C: 0.756 -5.646 -4.037  -0.76
O: 1.422 -4.342 -4.458  -0.39
H: -5.546 -2.765 -6.089  0.31
H: -4.329 -2.325 -7.332  0.35
H: -4.543 -4.035 -6.788  0.31
H: -4.040 -2.272 -4.540  0.39
H: -3.276 -3.820 -4.942  0.18
H: -2.274 -1.900 -6.802  0.35
H: 1.598 -1.950 -4.786  0.58
H: 0.318 -0.921 -4.158  0.02
H: 0.793 -0.843 -7.267  0.32
H: 0.813 1.270 -6.762  0.29
H: -1.543 -4.419 -3.521  0.53
H: -0.891 -2.895 -2.758  -0.25
H: 1.062 -4.174 -2.363  0.42
H: 0.374 -5.785 -5.042  0.27
H: 1.606 -6.174 -3.616  0.32
O: -0.393 -3.340 -0.719  -0.65
C: -0.107 -2.215 -0.404  0.73
O: -0.857 -1.150 -0.744  -0.40
C: -0.200 0.068 -0.322  -0.25
C: 0.742 -0.354 0.789  -0.07
C: 1.122 -1.768 0.361  -0.69
H: 0.330 0.489 -1.179  0.17
H: -0.941 0.779 0.016  0.09
H: 1.590 0.316 0.912  0.27
H: 0.203 -0.388 1.738  0.19
H: 1.979 -1.774 -0.315  0.25
H: 1.306 -2.420 1.211  0.38
O: -0.391 2.434 1.391  -0.62
C: -1.434 2.956 1.666  0.79
O: -2.406 2.332 2.372  -0.38
C: -3.571 3.172 2.446  -0.61
C: -3.060 4.583 2.209  -0.15
C: -1.887 4.342 1.265  -0.61
H: -4.280 2.851 1.679  0.28
H: -4.036 3.058 3.423  0.36
H: -3.819 5.255 1.810  0.39
H: -2.693 5.008 3.145  -0.02
H: -2.199 4.322 0.219  0.33
H: -1.090 5.067 1.410  0.25
O: 3.363 1.582 2.291  -0.61
C: 3.041 1.772 3.429  0.30
O: 3.770 1.328 4.484  -0.39
C: 3.074 1.613 5.710  -0.24
C: 2.127 2.751 5.374  -0.18
C: 1.787 2.474 3.914  0.13
H: 2.543 0.713 6.026  0.01
H: 3.792 1.885 6.480  0.39
H: 1.259 2.793 6.028  0.39
H: 2.654 3.704 5.453  -0.10
H: 0.938 1.797 3.814  -0.01
H: 1.608 3.386 3.357  0.25
O: -0.973 -1.675 -10.192  -0.60
C: -0.321 -2.606 -9.819  0.45
O: 0.622 -2.509 -8.847  -0.30
C: 1.300 -3.768 -8.706  -0.30
C: 0.344 -4.805 -9.264  -0.49
C: -0.373 -4.022 -10.357  -0.42
H: 2.240 -3.731 -9.263  0.34
H: 1.522 -3.935 -7.653  0.16
H: 0.845 -5.705 -9.618  0.39
H: -0.373 -5.100 -8.495  0.21
H: 0.160 -4.059 -11.308  0.25
H: -1.402 -4.347 -10.487  0.29
O: -0.174 4.496 4.536  -0.45
C: 0.049 5.638 4.818  0.51
O: -0.752 6.661 4.427  -0.35
C: -0.171 7.917 4.820  -0.47
C: 0.769 7.579 5.965  -0.67
C: 1.234 6.175 5.593  -0.38
H: 0.355 8.340 3.961  0.27
H: -0.961 8.602 5.119  0.33
H: 1.579 8.297 6.082  0.35
H: 0.213 7.544 6.903  0.28
H: 2.105 6.193 4.936  0.30
H: 1.433 5.564 6.470  0.28
O: 2.027 0.596 8.833  -0.58
C: 1.829 -0.584 8.857  0.56
O: 2.814 -1.497 9.032  -0.35
C: 2.280 -2.826 8.903  -0.43
C: 0.792 -2.687 9.183  -0.49
C: 0.500 -1.285 8.659  -0.41
H: 2.481 -3.183 7.891  0.27
H: 2.776 -3.485 9.612  0.30
H: 0.192 -3.467 8.718  0.33
H: 0.613 -2.721 10.259  0.26
H: 0.259 -1.287 7.594  0.25
H: -0.286 -0.791 9.224  0.31